No. 1
Entry from the OMol25 dataset: a structure of composition C20H38FN2NbO5P at a distorted geometry (the ωB97M-V functional and the def2-TZVPD basis).

Last column: natural (NBO) charge in e.
CARTESIAN COORDINATES (ANGSTROEM)
C  3.54  1.88  1.43  -0.652
C  3.88  1.99  -0.11  -0.108
O  2.85  1.49  -0.99  -0.792
P  3.21  -0.05  -1.52  2.336
O  4.54  -0.03  -2.22  -1.143
C  1.94  -0.62  -2.73  -0.789
C  0.43  -0.55  -2.21  -0.401
C  0.33  -1.45  -0.91  -0.974
Nb  -1.71  -2.38  -0.52  2.050
C  -0.60  -4.25  0.23  -1.149
C  -1.67  -1.39  1.55  -0.971
C  -2.83  -1.84  2.52  -0.431
C  -2.53  -1.18  3.94  0.049
F  -2.48  0.25  3.84  -0.397
C  -2.84  -0.66  -1.49  -1.020
C  -4.28  -1.10  -1.92  0.597
O  -4.49  -1.96  -2.74  -0.557
C  -5.44  -0.28  -1.23  -0.093
C  -5.84  0.98  -1.83  -0.216
C  -6.89  1.77  -1.16  -0.223
C  -7.46  1.22  0.06  -0.241
C  -7.06  -0.05  0.65  -0.215
C  -6.02  -0.83  -0.01  -0.215
O  3.35  -0.98  -0.14  -0.803
C  3.88  -2.28  -0.40  -0.083
C  4.42  -2.81  1.00  -0.628
H  4.23  1.15  1.93  0.200
H  3.72  2.88  1.89  0.226
H  2.49  1.54  1.63  0.224
H  3.99  3.10  -0.34  0.223
H  4.89  1.53  -0.26  0.197
H  1.99  0.10  -3.60  0.246
H  2.14  -1.64  -3.13  0.252
H  -0.25  -0.91  -3.02  0.212
H  0.20  0.53  -2.01  0.205
H  0.57  -0.78  -0.03  0.230
H  1.09  -2.27  -0.97  0.212
H  -1.72  -3.21  -2.17  -0.386
H  -3.29  -3.19  -0.07  -0.408
H  0.16  -3.89  0.98  0.213
H  -1.37  -4.94  0.66  0.226
H  -0.07  -4.72  -0.64  0.227
H  -1.62  -0.27  1.45  0.231
H  -0.68  -1.69  2.01  0.213
H  -2.85  -2.94  2.71  0.211
H  -3.82  -1.42  2.21  0.207
H  -1.49  -1.48  4.25  0.150
H  -3.25  -1.50  4.73  0.146
H  -2.91  0.16  -0.71  0.232
H  -2.37  -0.25  -2.41  0.255
H  -5.33  1.32  -2.75  0.221
H  -7.16  2.74  -1.62  0.213
H  -8.25  1.81  0.58  0.205
H  -7.48  -0.45  1.59  0.215
H  -5.65  -1.80  0.39  0.244
H  4.71  -2.31  -1.14  0.204
H  3.10  -3.03  -0.71  0.178
H  5.32  -2.19  1.26  0.205
H  4.63  -3.91  1.00  0.208
H  3.62  -2.58  1.76  0.219
C  5.14  5.73  0.33  0.780
O  4.75  4.63  0.67  -0.662
N  5.26  6.77  1.20  -0.849
N  5.50  6.01  -0.95  -0.848
H  5.58  7.68  0.94  0.384
H  5.01  6.59  2.16  0.409
H  5.43  5.27  -1.62  0.415
H  5.83  6.91  -1.25  0.384

Properties
- Lowest unoccupied orbital energy: 0.0696 hartree
- Net charge: -1
- Calculated total energy: -48126.8305 eV
- 2S+1: 1
- HOMO level: -4.6791 eV

---

No. 2
Entry from the OMol25 dataset: an isolated molecule of C3H8S at a distorted geometry (the ωB97M-V functional and the def2-TZVPD basis).

Last column: natural (NBO) charge in e.
CARTESIAN COORDINATES (ANGSTROEM)
C  -1.68  0.74  0.68  -0.622
C  -0.50  -0.16  1.01  -0.537
S  0.36  -0.79  -0.44  0.208
C  1.44  0.58  -0.82  -0.769
H  -2.20  1.14  1.57  0.208
H  -2.45  0.24  0.10  0.213
H  -1.42  1.60  0.06  0.206
H  -0.89  -1.05  1.48  0.222
H  0.18  0.30  1.73  0.213
H  2.44  0.25  -1.12  0.228
H  1.09  1.22  -1.64  0.213
H  1.56  1.26  0.03  0.220

Properties
- Lowest unoccupied orbital energy: 0.0402 hartree
- Calculated total energy: -14075.7813 eV
- 2S+1: 1
- HOMO level: -8.4999 eV

---

No. 3
Entry from the OMol25 dataset: a cluster of 7 separate species, C88H54O14 in total at a distorted geometry (the ωB97M-V functional and the def2-TZVPD basis).

Last column: Mulliken charge in e.
CARTESIAN COORDINATES (ANGSTROEM)
O  -0.97  -3.54  3.01  -0.625
C  -1.94  -3.20  3.68  1.091
C  -2.13  -1.74  4.13  -0.306
C  -1.21  -0.76  3.80  -0.695
C  -1.47  0.62  4.01  -0.352
C  -2.70  1.02  4.63  -0.839
C  -3.52  0.02  5.05  -0.599
C  -3.29  -1.36  4.82  0.215
C  -4.37  -2.27  5.22  0.141
O  -5.24  -1.91  5.95  -0.597
C  -4.19  -3.76  4.75  0.758
C  -5.10  -4.73  5.13  -0.694
C  -4.86  -6.07  4.88  -0.728
C  -3.60  -6.44  4.29  -0.578
C  -2.66  -5.50  4.06  -0.567
C  -2.99  -4.16  4.17  0.709
H  -0.36  -1.09  3.21  0.698
H  -0.75  1.24  3.60  0.851
H  -3.04  2.02  4.71  0.468
H  -4.48  0.31  5.53  0.320
H  -6.06  -4.50  5.63  0.403
H  -5.63  -6.83  5.13  0.371
H  -3.42  -7.48  4.07  0.445
H  -1.68  -5.85  3.62  0.136
O  -1.75  2.93  -5.34  -0.657
C  -2.43  3.91  -5.15  0.560
C  -3.80  3.93  -5.65  0.426
C  -4.24  2.72  -6.28  -0.764
C  -5.55  2.54  -6.68  -0.602
C  -6.42  3.69  -6.58  -0.245
C  -5.97  4.94  -6.14  -1.030
C  -4.63  5.04  -5.63  0.781
C  -4.19  6.33  -5.01  0.276
O  -4.77  7.34  -5.29  -0.577
C  -2.91  6.31  -4.26  0.276
C  -2.58  7.38  -3.46  -0.396
C  -1.35  7.34  -2.76  -0.657
C  -0.55  6.24  -2.77  -0.203
C  -0.85  5.11  -3.58  -0.318
C  -1.99  5.17  -4.35  0.040
H  -3.54  1.90  -6.47  0.434
H  -6.00  1.62  -6.99  0.421
H  -7.48  3.52  -6.92  0.295
H  -6.63  5.75  -6.01  0.482
H  -3.16  8.38  -3.43  0.304
H  -1.21  8.29  -2.12  0.248
H  0.24  6.11  -2.08  0.541
H  -0.26  4.14  -3.49  0.375
O  -1.89  -5.61  -1.39  -0.669
C  -0.71  -5.83  -1.61  0.475
C  -0.26  -6.05  -3.05  -0.129
C  -1.14  -5.93  -4.13  -0.418
C  -0.72  -5.82  -5.44  -0.688
C  0.64  -5.85  -5.70  -0.513
C  1.52  -6.04  -4.67  -0.611
C  1.08  -6.05  -3.39  0.823
C  2.15  -6.14  -2.38  0.536
O  3.26  -6.53  -2.68  -0.661
C  1.77  -5.88  -0.99  -0.186
C  2.74  -5.79  -0.01  -0.504
C  2.45  -5.62  1.33  -1.358
C  1.11  -5.46  1.72  -0.245
C  0.08  -5.44  0.72  0.013
C  0.42  -5.67  -0.61  0.359
H  -2.22  -5.93  -3.85  0.384
H  -1.50  -5.68  -6.16  0.426
H  0.91  -5.66  -6.75  0.347
H  2.60  -6.07  -4.69  0.574
H  3.71  -5.99  -0.38  0.650
H  3.21  -5.61  2.04  0.573
H  0.80  -5.26  2.72  0.497
H  -0.99  -5.23  0.94  0.358
O  -2.19  -0.73  -1.19  -0.749
C  -2.91  -0.32  -0.34  0.817
C  -3.82  -1.29  0.43  0.443
C  -3.92  -2.57  0.03  -0.851
C  -4.75  -3.47  0.67  -0.506
C  -5.58  -3.05  1.75  -0.985
C  -5.48  -1.70  2.10  -0.574
C  -4.64  -0.82  1.43  0.421
C  -4.64  0.63  1.83  0.135
O  -5.27  1.10  2.74  -0.673
C  -3.77  1.52  1.07  0.850
C  -3.82  2.89  1.43  -0.805
C  -3.32  3.88  0.56  -1.208
C  -2.69  3.43  -0.55  0.113
C  -2.47  2.09  -0.85  -0.584
C  -3.04  1.14  -0.04  0.412
H  -3.38  -2.96  -0.81  0.637
H  -4.79  -4.52  0.31  0.391
H  -6.29  -3.66  2.32  0.466
H  -5.94  -1.26  2.96  0.647
H  -4.45  3.11  2.26  0.657
H  -3.75  4.88  0.76  0.387
H  -2.38  4.09  -1.40  0.000
H  -1.90  1.80  -1.77  0.577
O  4.21  1.72  -1.55  -0.769
C  3.26  1.69  -0.76  0.605
C  2.49  0.41  -0.55  0.377
C  2.87  -0.72  -1.28  -1.069
C  2.11  -1.84  -1.28  -0.477
C  0.91  -1.88  -0.56  -0.910
C  0.56  -0.79  0.18  -0.768
C  1.25  0.37  0.17  0.367
C  0.69  1.63  0.75  0.430
O  -0.40  1.67  1.29  -0.779
C  1.46  2.93  0.54  0.991
C  1.01  4.15  1.11  -0.594
C  1.83  5.27  1.01  -0.735
C  2.97  5.24  0.28  -1.001
C  3.46  4.05  -0.25  -0.715
C  2.70  2.90  -0.18  0.549
H  3.80  -0.67  -1.78  0.880
H  2.51  -2.74  -1.82  0.275
H  0.32  -2.79  -0.48  0.744
H  -0.33  -0.82  0.72  0.779
H  -0.01  4.15  1.57  0.290
H  1.52  6.25  1.37  0.496
H  3.56  6.16  0.10  0.352
H  4.47  3.97  -0.68  0.496
O  1.88  1.30  3.42  -0.800
C  2.92  1.89  3.28  0.566
C  3.15  3.30  3.75  0.726
C  2.25  3.97  4.61  -0.810
C  2.37  5.33  4.81  -0.477
C  3.44  6.02  4.24  -0.765
C  4.39  5.35  3.49  -0.639
C  4.31  3.98  3.30  0.024
C  5.35  3.29  2.46  0.366
O  6.27  3.95  1.94  -0.725
C  5.27  1.84  2.31  0.322
C  6.32  1.04  1.92  -0.533
C  6.23  -0.36  1.71  -1.002
C  4.98  -0.99  1.97  -0.786
C  3.96  -0.21  2.57  -0.348
C  4.07  1.16  2.67  0.943
H  1.41  3.41  4.94  0.602
H  1.79  5.99  5.47  0.364
H  3.56  7.09  4.38  0.432
H  5.33  5.82  3.19  0.465
H  7.26  1.48  1.68  0.542
H  7.09  -0.92  1.37  0.576
H  4.82  -2.04  1.88  0.673
H  3.01  -0.69  2.90  0.322
O  8.26  0.16  -1.05  -0.599
C  7.73  -0.76  -1.64  0.593
C  7.27  -0.83  -3.09  -0.293
C  6.61  -2.21  -3.32  -0.525
C  6.89  -2.94  -1.95  -0.052
O  7.49  -2.00  -1.06  -0.357
H  6.64  0.06  -3.12  0.166
H  8.21  -0.60  -3.66  0.359
H  5.55  -2.15  -3.47  0.229
H  7.03  -2.58  -4.30  0.325
H  5.92  -3.31  -1.47  -0.057
H  7.55  -3.82  -1.97  0.282

Properties
- Lowest unoccupied orbital energy: -0.0415 hartree
- Calculated total energy: -120797.3986 eV
- 2S+1: 1
- HOMO level: -9.2104 eV

---

No. 4
Entry from the OMol25 dataset: a cluster of 2 separate species, C20H19F2 in total at a distorted geometry (the ωB97M-V functional and the def2-TZVPD basis).

Last column: natural (NBO) charge in e.
CARTESIAN COORDINATES (ANGSTROEM)
C  -0.14  -2.04  4.15  -0.384
C  -1.27  -1.57  3.19  -0.464
C  -0.44  -2.06  2.02  0.150
C  -0.56  -2.01  0.66  -0.497
C  0.63  -2.62  2.94  -0.467
H  0.37  -1.22  4.62  0.209
H  -0.45  -2.78  4.89  0.220
H  -2.19  -2.12  3.38  0.247
H  -1.46  -0.50  3.21  0.229
H  -0.06  -2.78  0.08  0.222
H  -1.40  -1.48  0.21  0.234
H  1.63  -2.21  2.80  0.226
H  0.68  -3.72  3.00  0.242
F  -1.80  -0.41  -5.46  -0.313
C  -1.07  -1.16  -4.55  0.401
C  -0.67  -2.43  -4.92  -0.198
C  0.09  -3.15  -3.99  -0.190
C  0.39  -2.62  -2.73  -0.141
C  -0.07  -1.35  -2.34  -0.148
C  0.30  -0.81  -1.03  0.095
C  0.25  0.59  -0.82  -0.324
C  0.76  1.24  0.29  0.043
C  0.66  2.64  0.54  -0.122
C  -0.10  3.54  -0.28  -0.215
C  -0.22  4.87  0.10  0.399
F  -0.98  5.71  -0.68  -0.313
C  0.39  5.41  1.24  -0.197
C  1.19  4.54  2.01  -0.194
C  1.33  3.20  1.66  -0.147
C  -0.82  -0.60  -3.30  -0.212
H  -0.92  -2.82  -5.90  0.257
H  0.43  -4.16  -4.24  0.243
H  1.05  -3.18  -2.05  0.226
H  1.09  -1.36  -0.48  0.252
H  -0.12  1.21  -1.63  0.218
H  1.36  0.66  1.01  0.220
H  -0.62  3.17  -1.15  0.233
H  0.28  6.47  1.48  0.257
H  1.69  4.94  2.89  0.242
H  1.94  2.54  2.28  0.225
H  -1.15  0.42  -3.09  0.237

Properties
- Lowest unoccupied orbital energy: -0.2140 hartree
- Net charge: +1
- Calculated total energy: -26472.8900 eV
- 2S+1: 1
- HOMO level: -11.9716 eV

---

No. 5
Entry from the OMol25 dataset: a cluster of 3 separate species, C5H12O2 in total at a distorted geometry (the ωB97M-V functional and the def2-TZVPD basis).

Last column: natural (NBO) charge in e.
CARTESIAN COORDINATES (ANGSTROEM)
C  -0.71  2.64  0.27  -0.383
C  -1.41  1.52  0.06  -0.212
C  -1.02  0.17  0.54  -0.036
C  -0.34  0.03  1.68  -0.406
C  -1.56  -1.03  -0.20  -0.649
H  0.25  2.51  0.75  0.192
H  -1.13  3.57  -0.06  0.210
H  -2.31  1.58  -0.55  0.204
H  -0.29  -0.95  2.16  0.207
H  -0.08  0.91  2.26  0.200
H  -2.35  -1.49  0.36  0.223
H  -1.89  -0.77  -1.20  0.220
H  -0.74  -1.74  -0.27  0.230
O  1.28  0.07  -1.52  -0.945
H  1.05  0.27  -0.59  0.483
H  2.19  0.40  -1.57  0.464
O  2.57  -2.53  -0.18  -0.945
H  2.03  -3.10  -0.73  0.468
H  2.60  -1.70  -0.67  0.474

Properties
- Lowest unoccupied orbital energy: 0.0241 hartree
- Calculated total energy: -9473.2002 eV
- 2S+1: 1
- HOMO level: -8.9946 eV

---

Which formula does entry 5 have?
C5H12O2